Molecular formula: C20H38BBrCl4CsF4LiN5O11PS2
Method: DFT, ωB97M-V/def2-TZVPD

Output
* orbital gap: 1.27 eV
* lowest unoccupied orbital energy: -3.203 eV
* calculated total energy: -7890.247264 hartree
* energy above the lowest of the compared OMol25 structures with the same formula, charge and spin: 256.4 kcal/mol
* HOMO level: -4.47 eV

Geometry (Å):
N 3.19 3.31 2.07
C 3.92 1.99 2.27
C 3.17 0.72 1.57
C 1.52 0.78 1.87
N 1.17 0.32 3.21
N -0.16 0.40 3.37
C -0.61 -0.01 4.79
O -1.23 -1.38 4.79
N -0.32 -2.20 5.43
O 0.36 -2.78 4.57
C -1.22 0.81 2.46
S -3.03 0.74 3.02
C -0.96 1.32 0.95
C -2.17 1.76 -0.06
P -2.64 3.60 0.14
O -4.11 3.71 0.71
O -2.60 4.46 -1.38
O -1.51 4.44 1.20
C 0.63 1.32 0.67
Br 1.36 1.95 -1.09
H 2.75 3.29 1.12
H 2.41 3.30 2.79
H 5.09 2.06 2.02
H 3.89 1.79 3.45
H 3.58 -0.25 2.13
H 3.42 0.55 0.44
H 0.33 -0.13 5.52
H -1.29 0.79 5.31
H -3.39 2.02 3.54
H -1.83 1.59 -1.18
H -3.13 1.07 0.07
H -3.03 3.87 -2.09
H -0.56 4.31 0.85
B 4.10 1.89 -4.02
F 4.99 1.44 -2.96
F 4.85 2.67 -4.99
F 3.50 0.74 -4.67
F 3.05 2.72 -3.44
C -0.08 -2.12 -4.98
C -0.24 -1.13 -6.14
C -1.09 0.03 -5.63
S -0.79 0.14 -3.87
O -2.02 -0.18 -3.18
O -0.02 1.33 -3.59
C 0.29 -1.27 -3.77
H 0.69 -2.87 -5.20
H -1.03 -2.64 -4.80
H 0.74 -0.77 -6.45
H -0.71 -1.61 -7.01
H -0.80 0.97 -6.11
H -2.16 -0.15 -5.79
H 0.14 -1.79 -2.82
H 1.32 -0.91 -3.84
C 1.27 7.44 0.75
C 1.06 6.01 0.44
N 0.89 4.89 0.20
H 1.28 8.05 -0.16
H 0.48 7.84 1.39
H 2.23 7.60 1.26
Cs -2.07 -1.54 -7.97
O -2.02 -3.82 -2.75
C -1.12 -4.54 -2.33
O -0.62 -5.53 -3.11
C 0.55 -6.31 -2.79
C 0.20 -7.47 -1.89
C -0.62 -4.40 -0.92
H 1.34 -5.68 -2.38
H 0.93 -6.69 -3.74
H -0.20 -7.14 -0.93
H 1.08 -8.09 -1.70
H -0.58 -8.10 -2.35
H -1.28 -4.95 -0.25
H -0.63 -3.34 -0.66
H 0.41 -4.74 -0.79
O 1.75 1.65 6.20
H 1.93 1.56 5.28
Li 1.84 2.05 -5.61
C -5.66 4.35 3.97
Cl -4.16 3.92 4.81
Cl -6.50 2.90 3.42
Cl -6.70 5.31 5.03
H -5.40 4.96 3.10
Cl 2.87 5.52 2.25
C -0.30 -6.55 5.09
O 0.91 -6.03 5.62
H -0.35 -7.61 5.32
H -1.15 -6.03 5.54
H -0.31 -6.41 4.01
H 0.93 -5.08 5.40


Molecular formula: C4H35N3O11
Method: DFT, ωB97M-V/def2-TZVPD

Output
* orbital gap (spin up / spin down): 2.72 / 10.60 eV
* lowest unoccupied orbital energy (spin up / spin down): -2.038 / -2.236 eV
* spin multiplicity: 2
* calculated total energy: -1164.967807 hartree
* energy above the lowest of the compared OMol25 structures with the same formula, charge and spin: 27.5 kcal/mol
* HOMO level (spin up / spin down): -4.75 / -12.84 eV
* ⟨S²⟩: 0.751
* net charge: +1

Geometry (Å):
C -1.13 -2.77 -1.73
C -2.37 -2.65 -0.93
C -2.50 -1.43 0.10
N -1.14 1.23 0.16
C -2.33 0.96 -0.31
N -2.84 -0.20 -0.66
N 0.15 -2.60 -0.93
H -1.14 -3.88 -2.10
H -1.08 -2.15 -2.66
H -3.30 -2.88 -1.44
H -2.52 -3.55 -0.26
H -1.51 -1.32 0.71
H -3.33 -1.68 0.87
H -0.82 2.21 0.28
H -0.33 0.62 0.35
H -3.00 1.80 -0.65
H -3.48 -0.27 -1.41
H 0.86 -2.04 -1.52
H 0.60 -3.53 -0.73
H 0.03 -2.23 0.02
H -4.40 2.76 1.59
H -3.18 2.66 2.56
O -3.54 2.39 1.74
H 4.47 -1.72 -2.31
H 4.75 -0.58 -1.30
O 4.24 -1.39 -1.39
H 1.63 1.24 3.97
H 2.72 2.46 3.79
O 2.22 1.75 3.39
H 1.33 -0.80 1.27
H 0.30 -0.94 2.46
O 0.33 -0.81 1.49
H -3.33 2.68 -2.78
H -2.27 1.77 -3.39
O -2.93 1.78 -2.69
H 3.30 -2.86 -0.47
H 3.07 -3.91 0.64
O 2.66 -3.47 -0.10
H 1.33 -2.30 4.55
H 1.78 -0.91 4.41
O 1.29 -1.55 3.90
H 1.31 1.06 -1.05
H 2.20 -0.25 -1.18
O 1.32 0.09 -0.97
H 0.69 2.98 -3.20
H 0.11 2.97 -1.80
O 0.24 2.39 -2.59
H 1.14 3.45 -0.09
H 0.44 4.78 0.11
O 0.35 3.97 -0.41
H 3.12 2.50 0.41
H 2.22 1.91 1.56
O 2.26 2.26 0.68


Molecular formula: C40H61Br2CdN10O2PSi
Method: DFT, ωB97M-V/def2-TZVPD

Output
* orbital gap: 6.09 eV
* lowest unoccupied orbital energy: -4.658 eV
* calculated total energy: -8204.996338 hartree
* energy above the lowest of the compared OMol25 structures with the same formula, charge and spin: 59.4 kcal/mol
* HOMO level: -10.75 eV
* net charge: +2

Geometry (Å):
Cd -1.25 -0.07 0.03
C -4.46 0.71 2.45
Si -3.64 1.88 1.34
C -4.21 -0.43 -1.03
C -4.77 3.13 0.65
N -2.02 1.89 1.11
C -1.25 2.65 2.01
C -1.87 3.37 3.04
C -1.17 4.06 4.02
C 0.22 4.03 4.00
C 0.87 3.36 2.97
C 0.15 2.71 1.97
O 0.78 2.06 0.92
C 2.13 2.35 0.79
C 3.04 1.35 1.09
C 4.40 1.62 1.01
C 4.84 2.88 0.64
C 3.91 3.87 0.33
C 2.55 3.61 0.40
H -5.52 0.60 2.19
H -4.40 1.09 3.48
H -3.97 -0.27 2.42
H -4.49 0.09 -0.10
H -4.02 -1.47 -0.79
H -5.04 -0.35 -1.73
H -5.43 2.69 -0.10
H -4.23 3.97 0.20
H -5.40 3.51 1.47
H -2.96 3.38 3.08
H -1.70 4.61 4.78
H 0.79 4.53 4.76
H 1.95 3.34 2.95
H 2.67 0.39 1.43
H 5.12 0.85 1.27
H 5.90 3.10 0.60
H 4.25 4.86 0.05
H 1.82 4.38 0.20
Br -5.06 1.23 -5.65
C -4.03 0.85 -4.13
C -3.83 1.87 -3.14
C -3.25 1.56 -1.97
N -2.98 0.18 -1.61
C -2.60 -0.58 -2.81
C -3.36 -0.31 -3.99
C -1.63 -1.57 -2.70
C -1.27 -2.41 -3.82
C -0.34 -3.38 -3.67
Br 0.21 -4.39 -5.15
C 0.28 -3.61 -2.42
C -0.07 -2.76 -1.42
N -0.96 -1.75 -1.52
H -4.09 2.90 -3.36
H -3.00 2.31 -1.23
H -3.39 -1.03 -4.80
H -1.75 -2.26 -4.78
H 0.99 -4.41 -2.28
H 0.38 -2.89 -0.44
N -0.23 2.75 -2.42
H -0.11 2.99 -1.44
H -1.14 2.30 -2.50
H -0.33 3.63 -2.92
C 2.90 -1.32 -4.63
N 2.05 -0.09 -4.99
C 2.98 1.13 -5.09
N 3.71 1.29 -3.89
C 4.50 0.09 -3.60
N 3.65 -1.09 -3.45
C 2.80 -1.00 -2.25
P 1.60 0.45 -2.24
C 0.97 0.15 -3.97
C 2.89 1.70 -2.74
H 3.56 -1.49 -5.49
H 2.22 -2.16 -4.52
H 1.61 -0.25 -5.89
H 2.35 1.99 -5.29
H 3.64 0.94 -5.93
H 5.06 0.25 -2.68
H 5.20 -0.08 -4.42
H 3.45 -0.90 -1.38
H 2.24 -1.93 -2.15
H 0.40 1.02 -4.27
H 0.31 -0.72 -3.97
H 3.55 1.89 -1.90
H 2.38 2.64 -2.98
C -3.70 -3.30 3.51
N -2.71 -3.71 2.52
C -2.22 -5.08 2.61
C -2.30 -2.89 1.56
O -2.65 -1.72 1.41
H -4.53 -4.00 3.50
H -4.06 -2.31 3.27
H -3.26 -3.30 4.51
H -3.03 -5.79 2.42
H -1.83 -5.27 3.60
H -1.43 -5.25 1.87
H -1.60 -3.37 0.86
C 2.75 -0.44 4.82
C 1.79 -1.61 4.68
N 1.37 -1.84 3.28
C 2.02 -2.92 2.54
C 3.37 -2.57 1.93
C 0.45 -1.05 2.70
C -0.47 -0.24 3.58
N 0.29 -0.95 1.41
H 3.00 -0.28 5.87
H 2.31 0.49 4.43
H 3.68 -0.62 4.27
H 0.92 -1.46 5.30
H 2.27 -2.53 5.01
H 1.33 -3.25 1.76
H 2.14 -3.75 3.23
H 3.31 -1.69 1.28
H 3.73 -3.40 1.33
H 4.12 -2.37 2.70
H -0.90 -0.87 4.36
H -1.27 0.16 2.97
H 0.06 0.59 4.05
H 0.99 -1.46 0.88


Molecular formula: C22H39Cl3N3O3SiTl
Method: DFT, ωB97M-V/def2-TZVPD

Output
* orbital gap: 7.47 eV
* lowest unoccupied orbital energy: -0.585 eV
* calculated total energy: -3094.322142 hartree
* energy above the lowest of the compared OMol25 structures with the same formula, charge and spin: 5.8 kcal/mol
* HOMO level: -8.06 eV

Geometry (Å):
C -1.51 -2.15 -3.50
C -1.10 -3.19 -2.50
H -1.22 -2.40 -4.52
H -1.04 -1.19 -3.24
H -2.60 -1.98 -3.46
C -0.62 -4.41 -2.80
C -0.41 -4.96 -4.17
H -0.29 -5.06 -1.98
H -0.63 -4.22 -4.95
H -1.03 -5.84 -4.35
H 0.63 -5.29 -4.31
Tl -0.26 0.35 -0.49
Cl -2.67 0.31 0.14
Cl 0.00 1.46 -2.74
H 0.67 4.72 3.24
H -1.41 5.73 2.16
C 1.02 4.40 2.25
C -1.02 5.39 1.20
N -0.13 4.24 1.36
H 1.54 3.45 2.29
C -0.34 3.08 0.76
O 0.41 2.07 0.91
H -1.85 5.11 0.54
H -1.23 3.02 0.10
H 1.67 5.19 1.85
H -0.49 6.25 0.75
H 1.57 -1.68 -3.38
H 2.38 -3.79 -2.09
C 2.40 -1.11 -2.94
C 3.24 -3.15 -1.85
N 2.85 -1.76 -1.72
H 2.06 -0.09 -2.73
C 2.77 -1.17 -0.50
O 2.35 -0.02 -0.28
H 3.67 -3.47 -0.89
H 3.16 -1.82 0.32
H 3.23 -1.11 -3.67
H 3.98 -3.25 -2.65
O 0.00 -1.82 -1.00
C -1.09 -2.65 -1.07
C 0.14 -4.16 0.63
C -1.06 -3.73 0.04
H 1.06 -3.65 0.35
C 0.12 -5.20 1.57
H -2.00 -2.04 -0.94
C -2.26 -4.33 0.42
H 1.06 -5.52 2.00
C -1.08 -5.81 1.93
C -2.28 -5.36 1.36
H -3.19 -3.97 -0.03
H -1.09 -6.61 2.66
H -3.22 -5.82 1.64
Si -0.39 4.67 -5.50
Cl -0.63 2.93 -6.63
C 1.44 4.77 -5.15
C -1.54 4.31 -4.08
C -0.93 6.29 -6.36
H 1.80 3.81 -4.77
H 1.66 5.55 -4.40
H 1.99 5.01 -6.07
H -0.29 6.50 -7.23
H -0.83 7.13 -5.65
H -1.98 6.23 -6.68
H -1.29 3.33 -3.62
H -2.58 4.25 -4.45
H -1.47 5.07 -3.29
C 0.02 -0.05 4.86
C 0.06 -0.29 3.42
N 0.10 -0.50 2.28
H -0.89 0.51 5.13
H 0.90 0.52 5.19
H 0.01 -1.00 5.40


Molecular formula: C36H36FI2N3O4SScSi
Method: DFT, ωB97M-V/def2-TZVPD

Output
* orbital gap: 6.89 eV
* lowest unoccupied orbital energy: 2.132 eV
* calculated total energy: -4002.624915 hartree
* energy above the lowest of the compared OMol25 structures with the same formula, charge and spin: 8.1 kcal/mol
* HOMO level: -4.76 eV
* net charge: -1

Geometry (Å):
Sc -0.47 -0.72 -0.49
I -2.52 -8.23 1.31
C -2.09 -6.33 0.59
C -2.44 -5.98 -0.71
C -2.13 -4.72 -1.18
I -2.64 -4.22 -3.13
C -1.48 -3.76 -0.39
O -1.18 -2.59 -0.83
C -1.15 -4.13 0.94
C -0.50 -3.12 1.84
N 0.60 -2.40 1.20
C 1.71 -3.24 0.79
C 2.17 -3.07 -0.64
C 3.21 -3.87 -1.10
C 3.67 -3.71 -2.39
C 3.06 -2.76 -3.20
C 2.02 -2.03 -2.67
N 1.58 -2.17 -1.42
C -1.45 -5.40 1.41
H -2.93 -6.69 -1.35
H -0.17 -3.65 2.75
H -1.23 -2.37 2.16
H 0.93 -1.64 1.78
H 1.45 -4.29 0.92
H 2.59 -3.06 1.43
H 3.66 -4.60 -0.43
H 4.48 -4.32 -2.76
H 3.38 -2.60 -4.22
H 1.50 -1.29 -3.26
H -1.17 -5.67 2.42
C 3.03 3.85 4.26
Si 3.05 2.64 2.82
C 4.48 1.48 3.11
C 3.30 3.64 1.26
C 1.38 1.78 2.80
C 0.39 2.11 3.71
C -0.87 1.51 3.65
C -1.11 0.63 2.62
N -0.19 0.30 1.72
C 1.06 0.82 1.80
S 2.20 0.24 0.63
H 3.99 4.38 4.30
H 2.90 3.34 5.22
H 2.25 4.60 4.17
H 5.39 2.06 3.30
H 4.65 0.84 2.24
H 4.29 0.84 3.97
H 4.20 4.24 1.33
H 2.45 4.31 1.11
H 3.37 2.99 0.39
H 0.59 2.83 4.48
H -1.65 1.75 4.36
H -2.09 0.19 2.47
C -0.14 6.22 -1.23
O -0.46 5.75 -2.52
C -0.56 4.40 -2.67
C -0.88 3.98 -3.99
C -0.98 2.64 -4.24
C -0.79 1.67 -3.23
C -0.85 0.27 -3.53
C -1.10 -0.20 -4.95
O -0.68 -0.63 -2.69
C -0.48 2.10 -1.91
O -0.28 1.29 -0.94
C -0.37 3.50 -1.66
H -0.11 7.31 -1.31
H 0.84 5.86 -0.91
H -0.89 5.93 -0.50
H -1.02 4.72 -4.76
H -1.21 2.32 -5.24
H -1.95 0.28 -5.41
H -1.26 -1.28 -4.92
H -0.23 0.01 -5.57
H -0.12 3.79 -0.65
F -6.41 0.67 1.64
C -5.18 0.37 1.12
C -4.76 -0.94 1.13
C -3.50 -1.23 0.60
C -2.64 -0.25 0.08
C -3.15 1.06 0.10
C -4.41 1.38 0.60
H -5.40 -1.71 1.54
H -3.20 -2.27 0.60
H -2.54 1.88 -0.27
H -4.78 2.40 0.60


Look up the calculated total energy of the fifth one.
-4002.624915 hartree